Record 1
ORCA calculation (ωB97M-V with the def2-TZVPD basis set) on the ion C2H4NO2S with charge -1.

**Relative energy (zero: lowest compared OMol25 entry of this formula, charge and spin)**: 179.35 kJ/mol
**Highest occupied orbital energy**: -3.39 eV
**Net charge**: -1
**HOMO-LUMO gap**: 7.27 eV

Positions of all 10 atoms, in Å:
C -1.1652 -0.6917 1.1870
C -0.0381 0.5539 -0.4902
N -1.1624 0.1867 0.2743
O -2.1832 -0.3378 3.4577
O -2.4553 -2.6091 2.4958
S -2.6949 -1.1467 2.2831
H -0.2890 -1.3746 1.4766
H 0.1814 1.6088 -0.3134
H -0.2592 0.6498 -1.5952
H 1.0349 -0.0637 -0.3081

Here is what natural (NBO) gives for the atomic charges, in e:
1 C -0.065
2 C -0.413
3 N -0.499
4 O -1.054
5 O -1.046
6 S 1.440
7 H 0.130
8 H 0.189
9 H 0.186
10 H 0.133


Record 2
ORCA calculation (ωB97M-V with the def2-TZVPD basis set) on the ion C2H5N4O with charge +1.

**Relative energy (zero: lowest compared OMol25 entry of this formula, charge and spin)**: 753.03 kJ/mol
**Highest occupied orbital energy**: -14.10 eV
**Net charge**: +1
**HOMO-LUMO gap**: 8.93 eV

Positions of all 12 atoms, in Å:
C -0.2891 0.8710 -1.2305
C -0.2853 -2.3233 0.9054
N 0.3488 0.1746 1.0979
N 0.2429 0.9765 0.1147
N -0.0828 -0.9705 1.2171
N 0.0229 1.9669 -1.8175
O -0.0021 -1.8161 2.2104
H -1.3211 -2.6601 0.9400
H 0.5870 -3.0406 0.5241
H 0.4651 2.0195 0.3582
H -0.2598 2.0615 -2.8093
H 0.5734 2.7406 -1.5104

Here is what natural (NBO) gives for the atomic charges, in e:
1 C 0.219
2 C 0.063
3 N 0.157
4 N -0.378
5 N 0.168
6 N -0.725
7 O -0.239
8 H 0.245
9 H 0.265
10 H 0.398
11 H 0.438
12 H 0.390


Record 3
ORCA calculation (ωB97M-V with the def2-TZVPD basis set) on a cluster of 2 separate species, C5H14 in total.

**Relative energy (zero: lowest compared OMol25 entry of this formula, charge and spin)**: 69.85 kJ/mol
**Highest occupied orbital energy**: -11.19 eV
**HOMO-LUMO gap**: 12.24 eV

Positions of all 19 atoms, in Å:
C -1.8438 -1.2208 -1.3029
C -1.4297 0.0231 -0.4704
C -2.5083 0.9281 0.0173
H -1.2544 -1.2684 -2.2192
H -1.7455 -2.0819 -0.6525
H -2.8570 -1.1910 -1.7107
H -0.5859 0.5286 -0.9447
H -0.9784 -0.4162 0.4303
H -3.2711 0.4441 0.6446
H -2.9750 1.5696 -0.7414
H -2.2367 1.6903 0.7626
C 2.0788 -0.0164 0.6343
C 3.5234 0.2726 1.0102
H 1.4334 0.7388 1.1044
H 1.9768 0.1065 -0.4401
H 1.6786 -0.9119 1.1058
H 4.1049 -0.6345 1.2062
H 3.6949 0.8153 1.9484
H 4.1091 0.8585 0.3024

Here is what natural (NBO) gives for the atomic charges, in e:
1 C -0.613
2 C -0.409
3 C -0.618
4 H 0.210
5 H 0.208
6 H 0.205
7 H 0.202
8 H 0.194
9 H 0.207
10 H 0.203
11 H 0.211
12 C -0.624
13 C -0.619
14 H 0.205
15 H 0.213
16 H 0.213
17 H 0.203
18 H 0.203
19 H 0.206